Entry from the OMol25 dataset: a 2-piece molecular cluster, C4H12N2 overall in a non-equilibrium geometry (ωB97M-V with the def2-TZVPD basis set).

Values from the calculation:
Electronic energy in hartree: -268.6467
Energy above the lowest of the compared OMol25 structures with the same formula, charge and spin in kJ/mol: 404.62
Total charge: +1
LUMO level (alpha / beta) in Ha: -0.1601 / -0.3090
Orbital gap (alpha / beta) in eV: 10.19 / 6.04
<S²>: 0.76
HOMO energy (alpha / beta) in eV: -14.55 / -14.45
Multiplicity: 2

Each line ends with the Mulliken charge.
Geometry (Å):
H -0.9625 -0.9057 1.8267  0.389
H 1.0561 0.5201 2.0972  0.358
H -2.6045 -0.7405 0.0995  0.434
H 2.0095 -0.1737 -1.8288  0.226
C 1.8126 0.0128 0.1675  -0.593
C -1.7554 -0.0448 0.0323  -0.760
H -2.0729 -0.6762 -1.8939  0.381
H -2.1369 0.8738 0.4958  0.303
H -0.6234 0.1389 -1.7254  0.300
H 0.4561 1.5062 1.0210  0.489
H 2.5967 0.7693 0.2550  0.359
H 0.4920 1.2232 -0.9158  0.273
C -0.5759 -0.5278 0.8722  -0.304
N -1.6199 0.1011 -1.4121  -0.073
H 2.1992 -0.9001 0.6420  0.396
N 1.2146 -0.2345 -1.1699  -0.599
C 0.6380 0.4148 1.0941  -0.970
H -0.1233 -1.3570 0.3426  0.392